The following is a quantum chemistry calculation of a cluster of 2 separate species, C6H17NO in total, from OMol25.

```
! RIJCOSX wB97M-V def2-TZVPD def2/J DEFGRID3
* xyz 0 1
O -3.64 4.27 0.28
N -1.27 1.85 0.65
C 1.62 -3.26 1.08
C -0.74 1.74 -0.69
C 0.56 -0.38 -0.09
C 0.62 1.03 -0.70
C 1.58 -1.38 -0.63
C 1.17 -2.82 -0.31
H 1.63 -1.27 -1.71
H -0.46 -0.73 -0.10
H 1.25 1.69 -0.11
H -1.88 2.64 0.76
H 0.09 -2.85 -0.44
H -4.36 3.76 -0.12
H 2.62 -3.68 1.09
H 1.57 -2.41 1.75
H 0.84 -0.21 0.96
H 0.91 -3.91 1.58
H 1.09 1.08 -1.69
H -3.91 4.54 1.16
H 1.65 -3.49 -1.04
H 2.59 -1.17 -0.26
H -1.54 0.98 1.06
H -1.43 1.24 -1.38
H -0.56 2.75 -1.09
*
```

Energy above the lowest of the compared OMol25 structures with the same formula, charge and spin   58.3 kJ/mol
Frontier orbital gap   0.3445 hartree
E_LUMO   0.79 eV
SMILES   CCCCCCN.O
DFT total energy   -10034.97847 eV


The following is a quantum chemistry calculation of a cluster of 2 separate species, C24H38BrN2O6 in total, from OMol25.

```
! RIJCOSX wB97M-V def2-TZVPD def2/J DEFGRID3
* xyz -1 1
Br 2.16 -0.98 -4.57
O 0.38 -0.90 0.50
O 1.56 -2.17 3.05
O -1.79 -0.85 2.49
O 3.11 -0.71 -1.84
O -5.82 -2.10 -0.04
O -1.56 -2.35 0.73
N 2.50 -0.52 1.57
N 4.18 4.24 1.05
C 3.84 -1.15 1.71
C 0.15 2.21 0.39
C -4.44 0.23 1.21
C -4.25 -3.62 0.77
C -0.17 -2.22 0.34
C -5.59 -3.41 0.03
C 4.75 3.37 -1.31
C 4.04 4.54 -0.41
C 0.36 2.03 -0.99
C 1.72 -0.94 2.76
C -3.07 -0.15 0.54
C -5.46 -3.96 -1.40
C 2.34 -1.61 -2.66
C -5.39 1.25 0.48
C -2.80 0.50 -0.84
C 0.99 0.75 -1.71
C 2.25 0.09 -0.96
C 1.08 0.09 3.83
C 1.81 -0.87 0.29
C 3.60 2.31 -1.68
C -2.08 -1.15 1.29
C 3.21 1.31 -0.48
C -5.06 1.91 -0.89
C -3.73 1.50 -1.57
H 1.33 -1.91 -2.24
H 2.90 4.52 -0.64
H 1.38 1.12 -2.74
H 5.14 3.79 -2.32
H 3.90 1.64 -2.57
H 2.12 -1.96 0.05
H 4.21 0.79 -0.19
H -6.32 -4.07 0.54
H 4.07 -1.98 0.95
H -6.39 -3.84 -1.96
H -0.01 2.88 -1.68
H 4.68 -0.36 1.58
H -4.00 -4.69 0.81
H 4.44 5.55 -0.73
H -1.83 0.21 -1.36
H -6.40 1.54 0.95
H 0.41 -3.03 0.94
H 3.25 4.06 1.47
H 0.92 1.13 3.40
H -0.11 -2.59 -0.76
H -3.42 -3.11 0.28
H 0.20 -0.05 -1.92
H 2.70 2.93 -2.07
H -4.78 -0.20 2.21
H -4.67 -3.45 -1.97
H -4.31 -3.27 1.81
H 4.02 -1.60 2.76
H -3.37 1.92 -2.58
H -5.72 2.67 -1.43
H 1.75 0.14 4.77
H 2.84 1.82 0.47
H 5.58 2.82 -0.75
H 2.96 -2.58 -2.74
H -5.22 -5.03 -1.39
H -0.41 3.14 0.80
H 4.66 3.32 1.13
H 0.11 -0.42 4.19
H 0.56 1.51 1.20
*
```

Frontier orbital gap   0.1670 hartree
E_LUMO   2.08 eV
DFT total energy   -110801.69472 eV


The following is a quantum chemistry calculation of the molecule C25H38N4O4S, from OMol25.

```
! RIJCOSX wB97M-V def2-TZVPD def2/J DEFGRID3
* xyz 0 1
S -6.71 -0.41 -0.84
O -7.96 0.28 -0.87
O -6.38 -1.28 -1.94
O -1.41 -0.23 -1.19
O 1.56 2.70 -0.58
N 1.14 0.60 -1.32
N -6.57 -1.21 0.63
N 4.48 -0.72 -0.17
N -2.38 3.58 -0.04
C -4.09 0.44 -0.85
C -1.10 3.22 -0.26
C 5.34 1.22 1.13
C -0.70 1.98 -0.66
C 3.08 -0.39 -0.17
C 5.48 -3.33 0.73
C 0.77 1.80 -0.84
C -1.68 0.93 -0.87
C -4.74 3.01 -0.02
C -5.73 2.07 -0.22
C -5.40 0.79 -0.64
C -7.81 -1.52 1.32
C 6.75 1.37 1.70
C -7.98 -3.02 1.15
C -6.54 -3.52 1.28
C -5.72 -2.40 0.61
C -2.67 4.93 0.39
C 4.84 -1.76 -1.12
C -3.07 1.36 -0.64
C 6.32 -3.73 -1.60
C -3.39 2.67 -0.23
C 5.94 -2.68 -0.56
C 2.53 0.24 -1.47
C 4.71 2.59 0.94
C 5.38 0.42 -0.19
H 5.17 -1.34 -2.08
H -0.34 3.97 -0.11
H 0.42 -0.11 -1.42
H -3.30 5.44 -0.34
H 2.89 0.32 0.64
H 4.64 3.11 1.89
H 2.51 -1.30 0.05
H 6.38 0.02 -0.33
H 7.20 0.40 1.90
H 5.17 1.09 -1.04
H 7.11 -4.37 -1.22
H 5.46 -4.35 -1.84
H 3.08 1.15 -1.70
H -6.27 -3.60 2.33
H -8.65 -3.46 1.89
H -3.83 -0.55 -1.19
H 2.62 -0.46 -2.31
H 6.68 -3.26 -2.52
H -1.74 5.49 0.49
H 5.16 -2.56 1.43
H -6.38 -4.48 0.80
H -3.17 4.93 1.36
H 5.32 3.20 0.27
H -7.69 -1.26 2.38
H 6.72 1.93 2.64
H 6.28 -3.91 1.19
H -5.01 4.00 0.30
H 6.83 -2.07 -0.35
H -4.79 -2.19 1.14
H -8.37 -3.24 0.15
H -6.77 2.31 -0.07
H 3.71 2.52 0.51
H -5.49 -2.64 -0.43
H 3.96 -2.38 -1.31
H -8.61 -0.92 0.90
H 4.75 0.64 1.85
H 4.64 -3.99 0.54
H 7.39 1.91 1.01
*
```

Energy above the lowest of the compared OMol25 structures with the same formula, charge and spin   38.5 kJ/mol
Frontier orbital gap   0.2882 hartree
E_LUMO   -0.13 eV
SMILES   CC(C)CN(CCNC(=O)c1cn(C)c2ccc(S(=O)(=O)N3CCCC3)cc2c1=O)CC(C)C
DFT total energy   -51528.22609 eV


The following is a quantum chemistry calculation of the ion C5H9NO with charge +1, from OMol25.

```
! RIJCOSX wB97M-V def2-TZVPD def2/J DEFGRID3
* xyz 1 2
O 2.96 -0.09 -0.98
N -0.01 1.09 0.54
C 0.70 0.44 -0.51
C -1.43 -0.62 -0.17
C 0.01 -0.93 -0.66
C 2.17 0.15 -0.14
C -1.15 0.34 1.03
H 2.47 0.13 0.92
H -1.99 1.03 1.17
H -2.06 -1.46 0.06
H 0.11 2.09 0.63
H 0.38 -1.61 0.11
H -0.87 -0.17 1.96
H -2.00 -0.01 -0.87
H 0.08 -1.35 -1.65
H 0.64 0.99 -1.46
*
```

Energy above the lowest of the compared OMol25 structures with the same formula, charge and spin   108.7 kJ/mol
Frontier orbital gap (alpha / beta)   0.4164 / 0.2396 hartree
E_LUMO (alpha / beta)   -3.59 / -8.22 eV
DFT total energy   -8859.32457 eV


The following is a quantum chemistry calculation of a structure of composition C44H32Cl4N3O6Tc, from OMol25.

```
! RIJCOSX wB97M-V def2-TZVPD def2/J DEFGRID3
* xyz -1 2
Tc 0.10 -0.32 -0.59
Cl -3.08 -0.25 -4.57
Cl 1.42 -4.34 -3.19
Cl -2.68 -2.77 -6.36
Cl -0.39 -4.80 -5.72
O 1.39 0.99 -1.25
O -1.34 -1.60 -0.10
O 3.11 -1.13 -0.74
O 0.39 0.19 2.68
O 0.72 -1.86 -1.72
O -1.09 -0.11 -2.30
N -1.00 1.25 0.46
N 3.89 -1.18 1.36
N 1.61 -0.60 0.93
C 2.57 2.98 -1.78
C 5.06 4.06 -2.40
C -0.02 -2.12 -2.75
C -0.74 2.55 0.22
C -1.84 -1.39 -4.19
C 2.84 -0.97 0.43
C -3.81 -1.36 0.15
C -2.20 -4.39 3.40
C -0.56 3.65 -2.86
C 1.20 2.34 -1.49
C -2.12 0.93 1.14
C -2.46 -5.34 1.21
C 0.62 1.83 -3.87
C -0.05 2.04 -5.05
C 2.56 -0.49 3.16
C -1.00 3.05 -5.15
C 4.93 2.70 -2.18
C -1.03 -1.16 -3.07
C -2.40 -2.94 1.48
C -2.24 -0.42 1.78
C -1.67 3.54 0.50
C -1.25 3.86 -4.05
C 2.71 4.34 -2.01
C -4.00 -0.51 -0.93
C -2.90 3.19 1.03
C 0.65 2.95 -0.18
C 3.73 -0.92 2.68
C -0.65 -3.43 -4.70
C -4.93 -1.93 0.76
C -3.11 1.87 1.39
C 1.44 -0.28 2.26
C 0.36 2.62 -2.75
C -2.32 -5.50 2.59
C -2.49 -4.07 0.67
C 3.95 4.88 -2.31
C 3.69 2.16 -1.87
C 0.17 -3.22 -3.59
C -5.28 -0.25 -1.41
C -2.41 -1.58 0.78
C -2.23 -3.11 2.85
C -1.65 -2.52 -5.00
C -6.21 -1.66 0.28
C 5.16 -1.61 0.81
C -6.39 -0.83 -0.81
H 6.03 4.49 -2.64
H -2.07 -4.51 4.47
H 4.61 -1.07 3.30
H 1.84 4.99 -1.97
H -3.15 -0.06 -1.42
H 0.13 1.39 -5.91
H -4.81 -2.57 1.62
H -1.98 4.65 -4.11
H -0.77 4.29 -2.02
H -2.58 -3.93 -0.40
H -2.53 -6.20 0.57
H 2.41 -0.26 4.21
H -1.42 4.57 0.31
H -1.30 -0.58 2.32
H 3.56 1.10 -1.70
H -3.08 -0.42 2.47
H -1.56 3.19 -6.06
H 1.32 2.56 0.59
H 1.35 1.03 -3.77
H -3.66 3.94 1.21
H 5.77 -2.05 1.61
H -2.29 -6.50 3.02
H 0.73 4.04 -0.19
H -7.38 -0.64 -1.19
H -2.12 -2.25 3.50
H 4.98 -2.35 0.03
H 5.69 -0.78 0.36
H -4.02 1.57 1.88
H 4.04 5.95 -2.49
H -7.07 -2.12 0.77
H -5.40 0.40 -2.27
H 5.80 2.06 -2.26
*
```

Energy above the lowest of the compared OMol25 structures with the same formula, charge and spin   66.1 kJ/mol
Frontier orbital gap (alpha / beta)   0.2152 / 0.2397 hartree
E_LUMO (alpha / beta)   1.37 / 1.93 eV
DFT total energy   -115196.48907 eV


The following is a quantum chemistry calculation of the molecule C2H2N2O, from OMol25.

```
! RIJCOSX wB97M-V def2-TZVPD def2/J DEFGRID3
* xyz 0 1
O 1.41 1.23 0.02
N 0.54 -0.96 0.00
N -2.21 1.31 0.02
C 0.62 0.36 -0.05
C -1.22 0.70 0.03
H -0.52 -1.13 -0.03
H 1.38 -1.51 0.01
*
```

Energy above the lowest of the compared OMol25 structures with the same formula, charge and spin   150.9 kJ/mol
Frontier orbital gap   0.4392 hartree
E_LUMO   0.32 eV
SMILES   N#CC(N)=O
DFT total energy   -7132.27964 eV


The following is a quantum chemistry calculation of a structure of composition C3H5NS, from OMol25.

```
! RIJCOSX wB97M-V def2-TZVPD def2/J DEFGRID3
* xyz 0 1
S -1.71 1.81 0.66
N 0.58 -0.09 0.63
C -0.27 0.22 -0.17
C -0.67 -0.21 -1.51
C 1.28 -0.23 1.68
H -1.65 -0.67 -1.44
H 0.95 -0.90 2.45
H -0.76 0.67 -2.15
H 0.04 -0.91 -1.93
H 2.21 0.30 1.78
*
```

Energy above the lowest of the compared OMol25 structures with the same formula, charge and spin   321.7 kJ/mol
Frontier orbital gap   0.2442 hartree
E_LUMO   -1.03 eV
DFT total energy   -15513.53869 eV


The following is a quantum chemistry calculation of a structure of composition C7H8FeN2O5, from OMol25.

```
! RIJCOSX wB97M-V def2-TZVPD def2/J DEFGRID3
* xyz 2 5
Fe 0.03 0.33 -0.30
O 2.51 -1.12 -0.94
O 1.41 1.47 2.03
O -0.15 -1.61 1.48
O -2.51 1.10 0.95
O -1.44 -1.75 -1.77
N 0.62 -3.58 2.32
N -1.20 -2.51 3.28
C -1.52 0.78 0.47
C 0.86 0.98 1.15
C -0.24 -2.52 2.32
C 1.54 -0.56 -0.68
C -0.19 1.28 -2.01
C 0.51 2.08 -1.07
C -0.86 -0.97 -1.15
H 0.02 2.90 -0.51
H -1.27 1.44 -2.23
H 0.32 0.74 -2.83
H 1.61 2.20 -1.11
H -1.33 -3.22 3.99
H -1.82 -1.72 3.26
H 0.61 -4.35 2.97
H 1.32 -3.55 1.59
*
```

Energy above the lowest of the compared OMol25 structures with the same formula, charge and spin   172.0 kJ/mol
Frontier orbital gap (alpha / beta)   0.1928 / 0.1694 hartree
E_LUMO (alpha / beta)   -6.94 / -13.76 eV
DFT total energy   -54969.09400 eV


Q: The lowest DFT total energy belongs to which entry?
A: C44H32Cl4N3O6Tc


Q: What is the DFT total energy in the first record?
A: -10034.97847 eV


Q: The highest DFT total energy belongs to which entry?
A: C2H2N2O